Record 1
30
Properties=species:S:1:pos:R:3:forces:R:3 method="wB97M-V/def2-TZVPD" smiles="C#CCN1C(=O)C(=O)N(N(C)c2ccccc2)C1=O" largest_force_ev_per_a=5.2 total_charge=0 gap_ev=7.6 e_above_lowest_kcal_mol=0.00 total_energy_ev=-24269.473 spin_multiplicity=1
O -0.1539 -2.6615 -1.1464 -0.7053 2.1237 -0.9337
O -2.2878 -1.6832 -2.9724 1.6888 0.6040 0.7621
O -0.1684 1.8920 -1.2756 -0.0419 -1.2727 -0.2890
C -4.5168 1.2270 -1.0680 0.7304 -0.1836 -0.5786
C -3.6578 1.2079 -1.9264 -0.8922 -0.1616 1.4126
C -0.4090 -1.5087 -1.4741 2.7028 -3.1343 2.1962
C -1.4238 -1.0258 -2.4105 -4.5888 -0.1988 -2.4057
C -0.4278 0.7335 -1.5566 1.0648 4.4781 1.5714
C 1.2381 -0.2196 4.0303 0.5366 0.0287 0.3042
C 2.4536 -0.5679 3.4111 -1.8468 0.3000 0.0178
C 0.1222 0.0662 3.2609 0.4760 -0.2270 0.2330
C 2.4745 -0.6562 2.0185 0.4240 -0.0141 0.0286
C 0.1943 0.0077 1.8840 -0.9567 -0.0554 -0.1594
C 1.3621 -0.3474 1.2219 -0.7058 0.3405 0.8129
N 0.2102 -0.3721 -0.9863 1.0661 -0.2875 0.8293
N 1.4030 -0.3439 -0.1720 -0.5497 0.3178 -2.4920
N -1.4184 0.3753 -2.4295 0.8900 -2.2733 0.1796
C 2.6602 -0.0658 -0.9073 0.0760 -1.2112 0.3551
C -2.5340 1.1773 -2.8835 -0.9960 0.1377 0.1200
H -5.2604 1.1903 -0.2723 0.5787 0.1135 -0.7787
H 1.1285 -0.1634 5.1169 0.3159 -0.0521 -0.3500
H 3.2993 -0.7890 4.0444 0.2353 -0.1002 -0.3036
H -0.7927 0.3335 3.7719 -0.1239 0.0040 -0.2124
H 3.3867 -0.9982 1.5757 0.3696 -0.0277 -0.4253
H -0.7251 0.1900 1.3334 0.2425 0.1443 -0.1353
H 2.5153 0.4573 -1.8490 -0.4820 -0.0365 0.0253
H 3.3118 0.5744 -0.3052 -0.1986 -0.1903 0.0915
H 3.1780 -1.0363 -1.1180 -0.2204 0.8277 0.0960
H -2.9030 0.8123 -3.8358 0.1792 -0.4736 -0.0822
H -2.2588 2.1943 -3.0800 0.7318 0.4802 0.1104


Record 2
37
Properties=species:S:1:pos:R:3:forces:R:3 method="wB97M-V/def2-TZVPD" largest_force_ev_per_a=0.6 total_charge=+2 gap_ev="7.3 / 4.7" total_energy_ev=-44422.361 spin_multiplicity=2
Bi -0.1866 0.0253 -0.0011 0.5599 0.0543 0.0816
C -0.5057 4.3613 0.2353 0.0017 0.0172 0.0051
C -0.7420 3.1789 -0.4299 0.0313 -0.0639 0.0173
N 0.0314 2.2069 0.1052 -0.1265 -0.0201 0.0097
N 0.7514 2.7533 1.1239 0.1332 -0.1868 -0.1150
C 0.4368 4.0459 1.2090 0.0018 0.0721 0.0856
B 1.7789 1.8800 1.9575 -0.1746 -0.0878 -0.0152
N 0.9021 0.8850 2.8084 0.1115 -0.0163 -0.1433
C 0.7255 0.7228 4.1211 0.0390 0.0119 0.0347
C -0.1689 -0.3209 4.3436 0.0159 0.0012 0.0565
C -0.5157 -0.7740 3.0942 0.0239 0.0036 -0.1140
N 0.1411 -0.0490 2.1586 -0.1268 0.0994 0.0255
N 2.6035 1.0197 0.9433 -0.1859 -0.0687 -0.0323
C 3.9321 0.9094 0.8305 0.0404 0.0487 0.0601
C 4.2320 -0.0179 -0.1551 0.0079 -0.0271 -0.0144
C 3.0082 -0.4611 -0.6190 -0.0017 0.0283 0.0487
N 2.0259 0.1688 0.0530 -0.0169 -0.0490 -0.1480
N 2.6773 2.7447 2.7468 0.0010 0.1110 0.1086
C 3.4085 3.8193 2.2980 -0.0758 -0.1537 0.0411
C 4.2921 4.1554 3.2776 0.0767 -0.0325 0.0116
C 4.0566 3.2156 4.3060 -0.0574 -0.1317 0.1825
N 3.1018 2.3627 3.9929 0.1363 0.3128 -0.2705
H -0.9417 5.3252 0.0366 0.0094 -0.0135 0.0053
H -1.3963 2.9757 -1.2654 0.0111 -0.0057 0.0314
H 0.9018 4.6727 1.9537 -0.0082 -0.0089 -0.0250
H 1.2811 1.3388 4.8092 -0.0057 -0.0046 -0.0090
H -0.4947 -0.7053 5.2947 0.0049 0.0129 -0.0143
H -1.1693 -1.5867 2.8110 0.0045 0.0349 0.0012
H 4.5828 1.4966 1.4606 -0.0102 -0.0249 -0.0160
H 5.2084 -0.3283 -0.4844 -0.0143 0.0077 0.0032
H 2.7860 -1.1878 -1.3861 -0.0076 0.0211 0.0142
H 3.2607 4.2451 1.3173 -0.0212 -0.0196 0.0195
H 5.0163 4.9512 3.2615 -0.0218 0.0092 0.0193
H 4.5467 3.1378 5.2649 -0.0118 0.0006 -0.0435
S -2.8373 0.9260 1.1360 -0.2813 0.1408 0.2426
C -3.7629 0.0981 0.0885 -0.2702 -0.2429 -0.4394
N -4.3891 -0.4925 -0.7122 0.2075 0.1699 0.2944


Record 3
27
Properties=species:S:1:pos:R:3:forces:R:3 method="wB97M-V/def2-TZVPD" largest_force_ev_per_a=4.5 total_charge=0 gap_ev="7.3 / 5.8" e_above_lowest_kcal_mol=55.71 total_energy_ev=-35481.248 spin_multiplicity=1
C -0.6612 3.3294 2.7643 -0.1862 1.7770 4.0809
C -1.4857 2.2938 3.1468 -0.1419 -0.4988 -1.7496
C -0.2825 3.6092 1.5099 1.4544 0.8752 -0.2413
C -1.9951 1.4976 2.1191 2.3376 0.2106 -1.3217
C -0.7456 2.8626 0.5037 -1.0356 -2.8229 -2.2390
C -1.5575 1.7282 0.7306 -1.3940 0.4436 2.8303
C 1.2891 -3.9039 -0.9993 2.7878 0.7913 -0.8169
C 0.0142 -3.6395 -1.4617 -1.9684 -1.6946 -1.4242
C 2.2076 -2.8806 -0.8023 -1.0747 -0.4855 -0.7213
C -0.3778 -2.3599 -1.6919 -0.4329 -0.0700 0.8275
C 1.9458 -1.3896 -0.8927 -1.5052 -2.2887 0.0655
C 0.4791 -1.3177 -1.2813 -0.2628 1.3988 -0.7886
C 1.3857 -0.4139 -1.9968 -0.3483 -0.2059 0.1321
P -2.2691 0.5886 -0.4664 0.1993 -0.4343 1.5979
Cl -1.8554 1.6681 -2.0505 0.2400 0.6651 -2.1758
H -0.3535 4.0314 3.5901 0.1054 -0.9040 -0.9017
H -1.5706 2.0705 4.1881 -0.5335 -0.1367 0.3834
H 0.5434 4.2785 1.3592 -0.1401 0.6847 -0.2234
H -2.3726 0.5353 2.3672 -0.9690 -0.5393 0.0748
H -0.4193 2.9500 -0.5163 0.2786 0.5612 -0.1587
H 1.6458 -4.9379 -1.1322 -0.0203 0.5113 0.9661
H -0.5890 -4.5266 -1.8434 0.5082 1.4152 0.7890
H 3.1036 -3.2048 -0.3686 1.5568 -0.1270 0.3706
H -1.4036 -2.2614 -2.0646 0.5707 0.7421 -0.1662
H 2.4109 -0.9251 -0.0255 -0.4097 0.5428 -0.1400
H 1.3671 0.5763 -1.6183 0.2702 0.9131 0.8844
H 1.5464 -0.2586 -3.0672 0.1137 -1.3243 0.0659


Record 4
38
Properties=species:S:1:pos:R:3:forces:R:3 method="wB97M-V/def2-TZVPD" largest_force_ev_per_a=2.6 total_charge=-2 gap_ev=4.1 e_above_lowest_kcal_mol=34.87 total_energy_ev=-93533.532 spin_multiplicity=1
Cs -1.4605 1.5521 -0.5150 2.1666 1.4454 -0.1934
C 3.2996 0.3506 2.4130 0.0184 -0.0161 -0.0061
C 2.7599 -0.7559 1.5574 0.0686 -0.0310 0.0310
C 1.7561 -1.5886 2.0339 0.0059 -0.0358 -0.0867
C 1.2438 -2.6151 1.2527 0.0357 -0.0286 0.0421
C 0.1600 -3.5086 1.7814 0.0578 -0.0061 -0.0019
C 1.7592 -2.8102 -0.0220 0.0109 0.0779 0.0498
C 2.7625 -1.9910 -0.5201 0.0527 -0.0480 0.0027
C 3.3114 -2.2082 -1.9005 0.0179 -0.0260 0.0608
C 3.2605 -0.9726 0.2812 -0.0897 -0.0609 0.0276
H 2.5151 0.7614 3.0450 0.0217 0.0821 0.0471
H 3.6971 1.1507 1.7946 0.0097 0.1213 0.0105
H 4.1045 -0.0211 3.0521 0.0069 0.0336 0.0532
H 1.3557 -1.4226 3.0271 -0.0656 0.0432 0.0286
H -0.4354 -2.9881 2.5278 -0.0808 -0.0209 0.0512
H 0.5946 -4.3967 2.2464 -0.0553 -0.0458 0.0270
H -0.4976 -3.8307 0.9775 -0.0929 -0.0515 -0.0132
H 1.3570 -3.6011 -0.6435 -0.0619 -0.0231 -0.0643
H 2.5501 -2.6286 -2.5542 -0.0038 -0.0095 -0.0910
H 4.1548 -2.9021 -1.8689 0.0305 -0.0089 -0.0647
H 3.6581 -1.2683 -2.3242 0.0236 0.0205 -0.0929
H 4.0356 -0.3230 -0.1046 0.0115 0.1005 -0.0448
S -3.1886 7.9678 -1.8062 -0.4198 0.4762 -0.1245
C -2.2047 6.6985 -1.3983 0.5275 -0.3116 0.1391
S -1.8412 6.2415 0.2288 0.0756 -0.2123 -0.7171
C -0.7514 4.8809 -0.1139 -0.5432 0.4443 -0.4640
C -0.5281 4.6492 -1.4383 -0.4198 0.4500 0.0369
S 0.4454 3.4426 -2.1332 1.0935 -0.2730 -1.0927
S -1.3779 5.7247 -2.5605 -0.1392 0.0948 0.7923
S -0.1643 3.9982 1.2133 0.4757 -0.1491 1.2615
F -5.6467 -2.1326 -1.8711 0.1158 0.0915 -0.2733
C -5.0501 -1.6348 -0.7751 0.0958 0.1952 -0.0668
F -6.0391 -1.3072 0.0695 -0.0326 0.2028 0.1737
F -4.3863 -2.6578 -0.2086 0.2653 0.0415 0.0346
S -3.9460 -0.1446 -1.1502 -1.3908 -1.6490 0.0545
O -3.4294 0.1886 0.1597 -1.7949 -1.0772 0.8094
O -4.8887 0.7805 -1.7105 -0.0528 0.2846 -0.1103
O -2.9450 -0.6778 -2.0425 0.0553 -0.1211 -0.2258


Record 5
34
Properties=species:S:1:pos:R:3:forces:R:3 method="wB97M-V/def2-TZVPD" smiles="CCOC(=O)N[C@]1(C(F)(F)F)N=C(c2ccccc2)NC1=O" largest_force_ev_per_a=4.2 total_charge=0 gap_ev=9.2 e_above_lowest_kcal_mol=0.00 total_energy_ev=-32441.366 spin_multiplicity=1
O 0.2297 -3.5408 0.8683 -1.3772 0.3844 1.8556
O 0.2930 0.8608 2.2699 -1.6023 -0.5901 -0.6984
F -3.1427 -1.2898 0.3814 1.0526 0.8520 0.1619
F -2.6273 -0.0097 2.0768 0.6262 -0.4223 -0.7310
F -3.1387 0.8968 0.2055 1.4427 -1.1335 0.0331
N -0.6568 0.1893 -1.0408 0.0475 2.7620 -0.9669
O -0.8708 -2.2415 2.4682 0.1376 -0.1934 -0.9230
C -0.3543 -2.5143 1.2470 2.2873 -2.2058 -0.8711
C -0.1771 0.8399 1.1409 2.8619 -0.4974 3.0982
C 0.0349 1.3279 -1.0348 -2.1112 -2.9205 0.3799
C 1.8332 3.2694 -4.3646 0.1593 0.4607 0.6924
C 1.7959 3.8866 -3.1073 -0.0703 -0.2212 -0.5235
C 1.2213 2.0365 -4.5293 -0.0787 -0.0229 0.2369
C 1.1644 3.2797 -2.0315 -0.2801 -0.1521 -0.3121
C 0.5608 1.4129 -3.4719 0.1604 0.3383 0.2092
C 0.5301 2.0425 -2.2093 0.6716 -0.3587 -0.4696
N 0.2821 1.7461 0.2508 -0.0722 1.2754 -1.4457
N -0.3206 -1.5484 0.2806 -1.6282 1.6086 2.8328
C 0.3387 -3.5196 4.2559 0.3138 0.7258 -0.5043
C -2.4429 -0.1798 0.7447 -2.2585 0.3925 0.1182
C -0.9281 -3.3462 3.4172 -0.1063 -1.4315 0.0319
C -0.9251 -0.2294 0.3489 0.1310 -0.0235 -1.9676
H 2.3776 3.7843 -5.1663 -0.3536 -0.4415 0.2265
H 2.2808 4.8415 -3.0159 0.0505 0.2389 0.2801
H 1.3012 1.5456 -5.4804 -0.1472 -0.2152 -0.2689
H 1.1168 3.7692 -1.0629 0.1247 0.0337 -0.1870
H 0.1141 0.4310 -3.6252 0.0564 0.2797 0.2487
H 1.0446 2.3477 0.5022 0.0249 0.1505 0.2242
H -0.0244 -1.8873 -0.6143 -0.0378 0.1716 -0.2059
H 0.6071 -2.5970 4.8018 -0.2548 -0.3731 -0.2158
H 1.1579 -3.7492 3.5726 0.0859 -0.0456 0.1360
H 0.2513 -4.3407 4.9753 -0.2269 0.1408 -0.2021
H -1.7915 -3.2198 4.0782 0.0701 0.6689 -0.3900
H -1.1351 -4.2943 2.8684 0.3010 0.7647 0.1173


Record 6
27
Properties=species:S:1:pos:R:3:forces:R:3 method="wB97M-V/def2-TZVPD" largest_force_ev_per_a=4.1 total_charge=0 gap_ev=8.7 e_above_lowest_kcal_mol=20.50 total_energy_ev=-17880.920 spin_multiplicity=1
C -3.6155 -1.1637 -0.3689 -1.4206 -2.1956 0.2960
C 3.7223 -0.8083 -0.3154 -2.9188 1.4806 0.7939
C -2.3871 -1.7546 -0.5133 1.9536 -0.9215 0.9727
C -3.7623 0.1148 0.1154 2.6165 0.4017 -1.0649
C 3.1574 -0.6429 0.9465 -0.4863 1.2053 -0.6754
C 3.0429 -0.3222 -1.4140 -1.0200 -0.0364 0.2187
C -1.2166 -1.0831 -0.0614 0.8564 -0.3883 -2.1455
C -2.5827 0.8468 0.2440 0.6267 1.4856 1.0844
C 1.9489 0.0906 1.0661 1.9337 -2.1349 1.7838
C 1.8077 0.3030 -1.2890 1.7711 -1.2946 -0.5606
C -1.2826 0.2948 0.2073 -1.2562 -1.0370 -0.1635
C 1.2804 0.4173 -0.0446 -2.9490 2.8452 -0.0950
C -0.0544 1.0885 0.3163 0.5010 1.9141 -1.0117
N 0.0027 2.1731 1.1390 1.2625 -0.9376 -1.3709
F -0.2926 2.1839 -1.6313 0.1374 -0.8931 1.5209
H -4.4592 -1.8859 -0.5123 0.4063 1.2433 -0.1795
H 4.6812 -1.1063 -0.4085 2.8924 -1.5474 -0.2666
H -2.3251 -2.8216 -0.8587 0.0241 1.2762 0.3961
H -4.6613 0.6320 0.0728 -1.6282 0.6329 0.3745
H 3.7418 -0.9577 1.7714 0.1750 -0.1629 0.9489
H 3.3552 -0.4744 -2.4162 0.8283 0.0242 -0.6313
H -0.1913 -1.5485 -0.2329 -1.5847 0.4572 0.5466
H -2.6088 1.9388 0.4329 -0.3299 -0.7295 -0.2823
H 1.4476 0.3563 1.9901 0.5832 -0.4216 0.3185
H 1.4352 0.6679 -2.1907 -1.4692 0.7279 -0.8325
H 0.7327 2.8900 1.0122 -0.3754 -1.0505 -0.1360
H -0.7965 2.5367 1.5887 -1.1301 0.0568 0.1607